20
Properties=species:S:1:pos:R:3:forces:R:3:mulliken_charge:R:1 method="wB97M-V/def2-TZVPD" energy_ev=-9836.44084 homo_lumo_gap_ev=8.553
C -2.306304 0.377682 -0.673373 0.4732 -0.1108 -0.8904 0.046
N -0.980833 -1.477971 0.908091 -0.5687 0.1393 -1.1598 -0.548
N -1.864329 1.278509 0.221593 -0.1777 -0.5742 -0.0925 -0.329
N -1.476917 -0.357820 -1.374447 -0.7452 0.6249 0.3763 -0.546
O -0.247474 -0.645676 1.855905 0.4041 0.0344 -0.2912 -0.446
H -0.768033 -0.650030 2.671297 -0.1211 -0.0953 -0.3651 0.291
H -0.765024 -2.437426 1.186045 0.3406 0.2582 -0.4392 0.150
H -3.390934 0.332251 -0.799347 0.1666 0.1508 -0.0881 0.313
H -1.938969 -0.932475 -2.068229 -0.1806 0.0679 0.0849 0.220
H -2.513941 1.579635 0.927404 -0.0435 0.0449 -0.0226 0.247
H -0.910570 1.163290 0.543973 0.0663 -0.0518 -0.0053 0.202
H -0.903537 -1.090384 -0.381888 0.3848 -0.5132 2.9040 0.381
C 2.708068 -0.249546 -0.487677 -0.0524 0.1444 0.0301 -0.989
C 1.801683 0.958696 -0.270544 0.2174 0.0938 -0.0042 -0.499
H 1.468300 0.994233 0.766663 -0.1797 -0.0641 -0.0394 0.091
H 3.048929 -0.297645 -1.523466 -0.0090 -0.0829 0.0250 0.304
H 3.590778 -0.193813 0.151511 -0.0033 -0.0302 -0.0108 0.296
H 2.176413 -1.169978 -0.244637 0.0241 -0.0183 -0.0561 0.271
H 0.944886 0.924077 -0.944760 -0.0737 -0.0325 0.1177 0.128
H 2.327808 1.894390 -0.464113 0.0778 0.0148 -0.0735 0.418



21
Properties=species:S:1:pos:R:3:forces:R:3:mulliken_charge:R:1 method="wB97M-V/def2-TZVPD" energy_ev=-20106.77128 charge=+1 homo_lumo_gap_ev=6.287
C -1.752204 -1.480705 0.349965 -0.8426 -0.1075 1.1899 -0.642
C 1.161210 0.584207 1.532902 -0.9644 2.4521 3.3118 -0.820
C -0.922783 -0.563993 1.188307 0.2033 -1.0239 0.4103 0.098
N 3.498465 -0.085401 -1.140236 -0.0370 4.1769 -0.5087 0.101
N 4.195648 0.718018 -0.426301 -1.0602 -3.6858 -0.7410 -0.356
N 0.303358 -0.303468 0.842807 -1.4547 0.2690 0.4348 0.095
N -3.553919 0.791172 -1.352926 -1.9051 -1.8764 0.6034 -0.758
S 0.855317 -0.800813 -0.612667 1.6577 -0.8159 -2.9341 -0.357
H -2.431516 -2.180875 1.025780 1.4587 1.5955 -1.3773 0.343
H -0.946226 -2.047332 -0.191492 -1.5532 0.0984 -0.0962 0.272
H -2.434002 -0.784269 -0.278267 1.0494 -1.2473 0.5165 0.103
H 2.217761 0.454125 1.558607 0.6233 -1.5220 0.0172 0.324
H 1.140068 1.602054 1.185165 -0.6930 0.4481 -0.9981 0.376
H 0.741193 0.747023 2.568864 0.7761 -0.5739 -0.7431 0.255
H -1.231797 -0.237711 2.165413 -0.1081 0.3856 0.2003 0.323
H 3.479782 -1.097466 -1.035676 0.5389 -0.0467 0.7953 0.324
H 2.855572 0.233908 -1.946069 1.1161 -0.3055 1.5061 0.338
H 4.126990 1.721406 -0.599663 -0.6845 -0.0972 -0.9174 0.297
H -3.210716 1.675343 -1.598565 0.8046 1.1526 -0.8927 0.207
H -4.553532 0.959947 -1.115217 1.0139 -0.4025 -0.2244 0.236
H -3.538660 0.094834 -2.120735 0.0605 1.1265 0.4474 0.241



23
Properties=species:S:1:pos:R:3:forces:R:3:mulliken_charge:R:1 method="wB97M-V/def2-TZVPD" energy_ev=-23090.80482 charge=+1 homo_lumo_gap_ev=8.982
C 0.426911 -0.664659 0.033539 0.6956 -1.2158 0.2505 0.218
C 2.349604 -1.582144 1.513075 -1.0069 -1.3502 -2.2711 0.128
C -3.042149 2.098459 -1.167548 0.2036 -1.0840 1.6396 0.084
N 1.206828 -0.623381 1.088686 0.4112 -0.0481 -0.2039 -0.221
N -2.303063 1.292891 -1.846564 -0.3435 0.0790 -1.0298 -0.523
N -0.584594 0.115221 -0.144460 1.5918 -1.1604 0.8082 -0.169
N 2.002452 -2.337726 2.629427 -0.0718 0.0501 2.3167 -0.581
N -3.162083 3.434245 -1.267995 0.6891 0.0246 -1.9890 -0.394
N 2.645934 -2.364831 0.349048 -0.2279 0.8201 -0.7365 -0.572
S -1.418244 1.859184 -3.245451 -0.3145 0.2493 0.7006 -0.189
H 0.525586 -1.434722 -0.762351 0.6379 0.5253 0.8957 0.364
H 3.217214 -0.967763 1.658064 0.0068 0.7209 1.0069 0.340
H -3.596702 1.602787 -0.338459 0.3535 0.4899 -0.4942 0.399
H 1.077009 0.130682 1.743249 -0.2768 0.2038 0.0967 0.233
H -1.045960 0.157764 -0.969437 -1.9294 -0.3154 -3.4564 0.265
H -0.960300 0.784548 0.421468 -0.4486 2.0348 2.4344 0.187
H 1.235399 -3.036422 2.781132 0.9755 1.2452 -1.2290 0.237
H 2.085307 -1.743214 3.456752 -0.0429 -0.7110 -0.1235 0.236
H -2.664738 3.732541 -2.107476 -0.2949 0.8194 0.6092 0.162
H -3.301001 4.102268 -0.529410 -0.2635 -0.3514 0.0732 0.240
H 2.812317 -3.336688 0.506856 0.2905 -0.2875 0.1860 0.202
H 3.353582 -1.900660 -0.229948 -0.3734 -0.7582 0.3226 0.223
H -0.859312 0.681621 -3.572197 -0.2614 0.0197 0.1929 0.130



20
Properties=species:S:1:pos:R:3:forces:R:3:mulliken_charge:R:1 method="wB97M-V/def2-TZVPD" smiles=NCCCS.O.O energy_ev=-19741.52223 homo_lumo_gap_ev=9.495
N -0.932838 -2.299392 -0.562969 0.2360 -0.1058 0.7381 -0.701
C 0.086315 -2.018574 0.518877 0.4959 -0.4031 -1.7668 -0.272
C 1.409878 -1.728957 -0.172943 1.7797 -0.6642 -1.1354 -0.802
C 1.555494 -0.484597 -1.043384 -0.8236 -0.2865 -0.0327 -0.662
S 1.140591 1.103765 -0.241668 0.2618 -0.4261 0.3569 -0.191
H -0.545152 -2.973495 -1.218965 0.1770 0.2325 -0.1046 0.257
H -1.649466 -2.848386 -0.101384 -0.3644 0.1309 -0.0266 0.205
H 0.281369 -2.947578 1.043344 -0.3316 0.1993 0.9606 0.301
H -0.315367 -1.166960 1.048684 0.2445 -0.1075 0.7599 0.329
H 1.596368 -2.609008 -0.833246 -0.5677 0.3978 -0.2516 0.318
H 2.411605 -1.835789 0.289035 -0.9931 0.3054 1.4686 0.394
H 2.571280 -0.447817 -1.423606 -0.0194 0.0442 -0.2364 0.393
H 0.842663 -0.629954 -1.862619 0.2148 0.6302 -0.0842 0.316
H 1.941091 0.928092 0.850303 -0.2896 0.0608 -0.4907 0.105
O -1.204511 3.616815 0.692899 0.2094 0.3233 0.3875 -0.624
H -1.886155 3.073569 1.110445 0.2989 -0.0024 -0.0464 0.309
H -0.674257 4.007207 1.410455 -0.4752 -0.3515 -0.3827 0.303
O -2.428511 0.267669 0.581880 0.0282 0.3390 0.2772 -0.617
H -2.058930 -0.450274 0.061931 0.1648 -0.2094 -0.4111 0.354
H -3.304556 -0.023692 0.831882 -0.2462 -0.1068 0.0203 0.285



20
Properties=species:S:1:pos:R:3:forces:R:3:lowdin_spin:R:1 method="wB97M-V/def2-TZVPD" energy_ev=-19732.54792 charge=+1 multiplicity=2 homo_lumo_gap_ev="9.103 / 3.827"
C -1.020456 -0.737856 1.074547 -1.9194 0.5762 1.2874 0.025
C -1.315973 0.266774 -0.031005 -0.7534 0.8990 -0.5571 0.081
C -2.879674 0.310263 -0.270097 0.1732 -0.5298 -0.0661 0.092
S -3.271333 1.608921 -1.391950 -0.0399 0.0443 -0.0435 0.675
N 0.351804 -0.965962 1.250713 1.0275 -1.1736 0.1861 0.074
H -1.600249 -1.641965 0.914688 0.6003 -0.6154 -0.7275 0.000
H -1.618033 -0.416002 1.955853 0.6951 0.5691 0.1581 0.004
H -1.047413 1.300713 0.201484 0.4983 -0.2901 0.2726 0.001
H -0.851197 -0.014029 -0.964976 0.3414 -0.0835 -0.2092 0.000
H -3.435774 0.380408 0.659299 -0.0462 0.1205 0.0290 0.000
H -3.145444 -0.598905 -0.811742 -0.0773 -0.1458 0.0586 0.017
H -3.912626 2.467711 -0.569993 0.1216 0.0072 0.0664 0.025
H 0.550203 -1.840289 1.718024 -0.1734 -0.4001 -0.3818 0.004
H 0.953565 -0.327181 1.741710 -0.4151 0.9603 -0.0851 0.001
H 7.271795 -1.336650 1.355198 -0.0361 0.2262 -0.0325 0.000
H 6.982859 0.175716 1.221605 0.1196 -0.1510 0.0271 0.000
O 6.581796 -0.695916 1.146245 -0.0749 -0.0615 0.0212 0.000
H 2.111809 -1.552434 -0.403700 -0.1605 0.4211 -0.2234 0.000
H 2.818354 -0.450336 -1.299486 -0.2800 -0.3454 0.2692 0.000
O 2.950723 -1.235004 -0.751254 0.3990 -0.0276 -0.0493 0.001



21
Properties=species:S:1:pos:R:3:forces:R:3:mulliken_charge:R:1 method="wB97M-V/def2-TZVPD" energy_ev=-30571.73316 homo_lumo_gap_ev=3.160
N 0.344500 -1.964699 -0.931850 -0.5978 0.2339 -0.2833 -0.526
C -0.148937 -0.607042 -0.798800 -1.0765 -1.4366 0.0497 0.458
C -1.618533 -0.653780 -0.267850 3.0258 -0.5366 -0.5900 -1.021
C 0.824238 0.189591 0.150194 0.3763 0.5323 -1.1480 -0.647
S 2.487260 -0.213138 -0.300520 -0.6710 0.3733 0.8303 -0.209
S -1.504359 2.096341 1.721492 0.1760 0.6135 -0.2567 -0.443
H 1.326309 -1.980953 -1.191850 0.4072 -0.1178 0.2053 0.180
H -0.183855 -2.468975 -1.639552 -0.1024 -0.0252 0.2388 0.281
H -0.107226 -0.128820 -1.778325 0.1292 0.5438 0.1603 0.391
H -1.576618 -1.358164 0.561311 -0.5846 -0.1280 -0.0976 0.367
H -2.156451 -0.977206 -1.152808 -0.8647 0.1106 0.3402 0.458
H -1.835779 0.335594 0.105096 -0.7795 0.4886 0.0079 -0.017
H 0.574981 -0.132289 1.155775 0.0255 -0.0836 0.4227 0.288
H 0.548557 1.232063 -0.076163 0.4245 -0.3068 0.4457 0.352
H -2.411245 2.579786 2.590951 -0.0860 -0.3196 -0.0921 0.147
H 2.123803 0.582041 -2.092306 -0.6364 1.0149 -2.9198 0.301
H 1.818728 1.307047 -3.659212 0.4793 0.0460 0.9453 0.291
O 1.664093 0.584665 -3.035674 0.1996 -0.7986 1.4874 -0.610
H -0.537858 0.623695 2.947586 0.0843 -0.4969 0.4948 0.254
H 0.405414 0.846708 4.066577 0.0814 -0.3548 0.1783 0.326
O -0.037029 0.107527 3.625921 -0.0104 0.6478 -0.4192 -0.621